{
  "formula": "C27H47N4O16Si",
  "method": "wB97M-V/def2-TZVPD",
  "mol_weight_g_mol": 711.8,
  "charge": 1,
  "energy_ha": -2769.31648,
  "symbols": ["C", "H", "H", "C", "H", "Si", "C", "H", "H", "H", "H", "H", "H", "H", "O", "H", "C", "H", "H", "N", "H", "H", "O", "C", "C", "H", "H", "C", "O", "H", "H", "C", "O", "C", "O", "H", "O", "O", "O", "H", "C", "H", "H", "H", "H", "H", "H", "O", "H", "C", "H", "C", "H", "H", "O", "C", "H", "C", "C", "N", "C", "O", "H", "H", "H", "C", "H", "C", "H", "H", "C", "H", "N", "C", "H", "H", "H", "C", "H", "C", "C", "H", "H", "O", "O", "C", "O", "O", "C", "N", "C", "H", "C", "H", "O"],
  "xyz": [[1.6364, -5.0219, 4.3040], [-3.3081, -1.6817, -3.6320], [2.8720, 3.5752, 1.8611], [-2.2496, 0.5398, 0.4134], [0.4198, 3.2720, 2.6701], [1.9954, -3.2798, 3.7308], [4.1200, -0.5403, 4.5034], [-2.9168, 1.1884, -0.1543], [2.0708, 4.8529, -0.5141], [2.0760, -0.4124, 4.9948], [2.4206, 6.5216, 1.2728], [0.4210, -1.3353, 3.8019], [4.3992, 6.7863, -1.0591], [2.4187, -6.4220, -5.8397], [2.4758, 5.6434, -4.1545], [-3.7746, -3.8203, -1.4804], [-1.5105, 4.8139, -0.0044], [0.3312, 1.2401, 4.1590], [-1.0682, 3.0824, -2.1130], [2.7893, 0.0545, 4.4571], [-1.6764, -0.0720, -0.2833], [2.3018, -5.7442, 3.8397], [-3.8221, -1.8215, -0.9633], [-3.6843, 0.3883, 2.5075], [0.0891, -4.0859, -2.9971], [-0.0993, 4.4165, -2.7878], [-0.2707, -2.7530, 4.6230], [-4.2208, -3.5586, -4.1395], [-2.1899, -1.2717, 2.0431], [-1.8635, 6.0321, -2.4079], [-3.0590, 1.1942, 2.9063], [0.6359, -2.1856, 4.4529], [-5.6823, -0.5618, -0.9314], [-0.8634, 4.1540, -2.0600], [-0.2559, -3.5330, -1.9990], [-4.0881, 5.0371, -3.0030], [-2.5795, 4.9681, -0.7966], [-0.6000, -4.0597, -4.1612], [1.2128, -4.8158, -3.1220], [-3.3875, 3.4285, -2.9145], [-3.9361, -2.4463, -3.1653], [-4.6732, 0.7776, 2.2822], [0.9548, -1.8050, 5.4304], [5.2332, -2.0596, 3.5435], [-4.7930, -3.1841, -4.9878], [1.6835, -5.0945, 5.3880], [2.8351, -3.3091, 1.3766], [-1.5043, 4.9577, 1.1817], [-3.7768, -0.9068, 0.7877], [2.4335, 1.1160, 3.7622], [3.7965, -1.5814, 2.6725], [-2.1128, 4.9956, -2.1693], [-0.3456, -5.1404, -5.9272], [1.4403, -2.2934, 1.5517], [-2.4414, -2.4215, 3.9623], [2.4964, -5.8098, -4.9421], [0.9768, 6.9424, 0.3373], [4.1796, -1.8082, 3.6727], [2.4663, 2.8194, 2.5094], [1.1635, 1.5920, 3.7140], [0.2489, -4.6263, -5.1767], [1.9023, 6.1990, -2.0459], [-2.2691, -2.9280, -1.8243], [0.8089, -3.8161, -5.6476], [2.9990, -4.8754, -5.1947], [3.9315, 5.8002, -1.0904], [4.8768, 0.1466, 4.1388], [1.1297, -5.5480, -4.3657], [-4.8127, -4.3448, -3.6690], [2.4708, 7.8268, 0.0746], [2.7435, 5.7222, -3.0035], [-3.2889, -3.9862, -4.5037], [3.2489, 1.8699, 2.9990], [-3.0442, -0.3340, 1.3468], [4.3478, -0.7452, 5.5459], [-1.5377, 1.1606, 0.9660], [4.4959, 5.1149, -0.4617], [-4.9650, -1.3225, -1.5000], [3.1211, -6.3307, -4.2179], [1.8602, -3.2555, 1.8582], [2.0607, 6.8407, 0.2935], [0.6130, -5.2344, 3.9951], [-2.8202, 4.5717, -4.1468], [-3.7609, -0.6536, 3.4957], [-5.1596, -1.8002, -2.7426], [-3.3584, -2.8757, -1.8374], [3.5285, -2.8936, 4.3025], [-0.4189, 4.4648, -0.7232], [2.4548, 5.8456, -0.7694], [1.2118, 2.6833, 2.9025], [-3.1615, 4.4765, -3.1169], [1.1835, -4.0157, 1.4828], [-2.7709, -1.5379, 3.2373], [0.6187, -6.4913, -4.1563], [3.9202, 5.3386, -2.4483]]
}

---

{
  "formula": "C27H48CaCsFI2KLiN4O19P2V",
  "method": "wB97M-V/def2-TZVPD",
  "mol_weight_g_mol": 1337.4,
  "charge": -1,
  "energy_ha": -6332.81641,
  "symbols": ["C", "H", "C", "H", "H", "O", "H", "C", "Li", "N", "F", "H", "O", "C", "I", "P", "H", "C", "H", "H", "H", "P", "H", "C", "O", "C", "V", "O", "O", "O", "H", "C", "H", "O", "O", "N", "I", "H", "H", "C", "H", "H", "H", "C", "H", "H", "H", "H", "C", "C", "C", "H", "O", "C", "C", "N", "H", "H", "C", "O", "Cs", "C", "H", "H", "H", "C", "H", "H", "H", "H", "C", "O", "C", "H", "O", "H", "H", "O", "C", "H", "H", "H", "O", "O", "H", "C", "O", "N", "O", "H", "H", "O", "H", "H", "C", "C", "H", "Ca", "C", "C", "K", "H", "H", "H", "C", "O", "H", "H"],
  "xyz": [[6.2263, 0.3659, -1.6337], [-1.4231, -11.8044, -1.0546], [-4.6144, 3.9790, 3.0768], [6.8337, -1.6841, -1.9905], [-0.9876, -9.3462, -4.4487], [-3.2453, 7.1973, 0.3521], [2.8780, 2.3994, 1.0958], [-3.9266, 4.2491, 0.1390], [0.8600, 6.5793, 8.9305], [-0.5058, -8.1339, -2.7946], [-1.6512, 5.1640, -3.0826], [-1.8969, -5.0618, -1.8623], [7.4913, 0.8694, -5.6360], [-3.0421, 3.4375, 1.1023], [-5.1925, 6.0264, 3.4118], [-0.7898, -1.4687, -0.8124], [-4.0010, -6.2259, -3.0819], [-3.1832, 5.1405, -0.8561], [-3.4209, -9.7495, -3.1004], [-0.4389, -10.5548, -0.2966], [-0.8671, 5.7586, -0.9927], [-1.4030, -8.2100, -1.3724], [2.1947, 6.0518, 0.3845], [7.0956, 0.7407, -4.4945], [-1.4354, -8.2038, 0.1157], [-0.8462, 2.6218, 0.8754], [-2.5186, 0.3270, 6.7810], [-1.6942, 3.6384, 0.6781], [0.9065, 1.3034, -0.0354], [-1.1684, -0.6913, 6.5899], [4.2583, 5.0412, -1.0794], [-0.1599, 2.1601, -0.3683], [3.3417, 4.7329, 4.8429], [5.6167, 2.6856, -1.7667], [-1.2590, -2.8980, -0.9989], [-2.5856, -7.0687, -1.8023], [-1.8800, 5.4655, 3.1556], [-5.2911, 3.6093, 2.3140], [-2.1051, -10.7833, 0.2326], [-2.4767, -5.7304, -1.2223], [-3.4618, -5.2852, -1.0624], [1.0963, -6.9805, -3.5719], [-4.2616, 1.9110, 0.9701], [-3.2085, -10.1881, -2.1250], [-0.0176, -10.1578, -3.2088], [-2.4603, 4.6119, -1.4703], [-3.9314, 5.4974, -1.5620], [-4.4590, 3.5185, -0.4728], [3.8135, 4.7785, -0.1208], [6.7297, -0.7014, -2.4373], [6.5755, 1.8078, -3.6783], [4.0181, 2.2939, -0.2668], [-0.6365, 2.1236, 1.9505], [-3.1485, 3.8286, 2.6047], [6.0994, 1.7115, -2.3357], [-1.8721, -9.8597, -1.6766], [-3.0961, -7.5345, -3.8161], [6.5199, 2.8044, -4.1022], [3.2763, 6.0472, 0.5301], [-1.2697, -0.9719, 0.5486], [-3.4845, -0.7750, -1.8954], [0.1160, -6.8457, -3.1158], [-0.9186, 1.6420, -0.9496], [0.7317, -8.9866, -4.2613], [-3.2923, -11.2688, -2.2647], [3.2167, 5.0411, 2.6186], [1.6841, 5.8897, 7.4776], [3.6450, 6.9474, 0.0506], [-4.6863, 4.8368, 0.6476], [-4.6213, 3.8078, 5.2617], [2.0845, 1.6013, -0.7624], [3.5982, 6.1817, 1.9246], [-3.5450, -7.1934, -2.8726], [4.1193, 4.3591, 2.5756], [-3.7982, 1.4405, 6.8793], [4.6109, 4.3140, 0.4594], [0.1793, 3.0565, -0.8881], [5.9062, 0.2609, -0.4576], [2.9908, 2.5356, 0.0047], [-4.3615, -7.8711, -2.6121], [-3.9857, -9.8767, -1.4107], [0.2669, -6.2455, -2.2188], [-1.3836, -0.5744, -1.9215], [2.2810, 5.8169, 6.7376], [-5.9427, 3.0444, 4.4500], [-0.1866, -9.2145, -3.7150], [-3.3153, 2.0626, 1.0139], [-1.2308, 6.5681, -0.5018], [0.7342, -1.4372, -0.8704], [2.3862, 4.5085, 2.1500], [-4.3881, 2.2565, 4.4017], [7.4752, -1.6334, -4.4199], [1.8365, 5.3528, 4.2734], [1.8644, 2.0947, -1.7084], [-4.8711, 3.2300, 4.3806], [-2.5887, 6.3926, -0.2810], [-1.9904, -5.7664, -0.2493], [4.1640, 3.1773, 4.2745], [2.9043, 5.4229, 4.1088], [7.1259, -0.6325, -3.8257], [1.7884, 0.9785, 2.8713], [2.6228, 0.6889, -1.0068], [-1.0571, 7.3834, -1.0724], [3.2699, 6.4128, 4.3398], [-1.4435, -10.7907, -0.6425], [2.7325, 3.8876, -0.3334], [-2.7347, 3.0021, 3.1699], [-0.5078, -6.2675, -3.8059]]
}

---

{
  "formula": "C27H48F8N5O7S",
  "method": "wB97M-V/def2-TZVPD",
  "relative_energy_kj_mol": 0.0,
  "mol_weight_g_mol": 738.8,
  "charge": 1,
  "symbols": ["F", "C", "H", "C", "H", "H", "H", "F", "H", "H", "C", "H", "C", "C", "H", "H", "F", "C", "N", "H", "F", "H", "H", "C", "C", "H", "S", "H", "H", "O", "H", "H", "C", "H", "H", "C", "H", "O", "N", "H", "H", "C", "C", "C", "H", "H", "O", "H", "H", "H", "H", "H", "H", "H", "C", "H", "C", "C", "C", "H", "H", "H", "N", "H", "H", "H", "C", "N", "H", "C", "H", "H", "F", "H", "H", "H", "C", "N", "O", "H", "C", "F", "H", "C", "C", "C", "C", "F", "H", "C", "O", "O", "O", "F", "H", "C"],
  "xyz": [[-2.7509, 2.1712, 1.3686], [-1.5658, -6.6292, 4.0563], [1.1420, -5.6757, -0.0542], [-2.5538, -5.8822, 6.0489], [-2.6708, 5.4413, -0.5623], [-1.7409, 0.7409, -0.4116], [-3.5994, 6.6002, -1.5355], [0.4492, 2.9647, 2.9211], [-3.7846, 4.2576, -2.4096], [4.1172, 3.3182, -0.1717], [0.2164, -4.8176, -1.4493], [-2.3129, -4.0115, 4.9853], [-1.5951, 2.9526, 1.4534], [-2.9088, 4.8741, -2.6249], [-1.8544, 6.5205, -1.7003], [-1.7604, 7.4362, -7.3669], [-0.6303, 1.8691, 5.0216], [2.6148, 1.7354, -1.3425], [2.1755, -1.4125, -0.8092], [-0.8669, -6.4429, 1.4806], [-1.9548, 4.3060, 1.1733], [5.3068, -0.3179, 3.0719], [3.7000, 1.5267, -1.6407], [1.7122, 1.1323, -2.5164], [-1.3707, 7.1416, -6.3929], [-0.2219, -3.2578, 0.7173], [4.7980, -0.7642, -0.5014], [-0.9483, -1.1774, -0.4499], [-1.0422, -3.6827, -2.8920], [-2.5978, -6.7422, 4.9029], [-3.2381, -6.3066, 6.7855], [-0.5418, 6.4490, -6.5474], [-1.1118, 0.3227, 3.2198], [2.3183, -4.4035, -1.9624], [3.4159, -0.9344, -2.5955], [0.3846, -2.4411, 0.2348], [4.1166, 4.5668, -1.1998], [-3.1396, 5.4862, -3.8987], [0.2248, -5.7460, -0.5371], [-3.0641, -3.8524, 6.5811], [1.4248, 3.7105, -1.2850], [3.4283, -1.4720, -1.6024], [0.9580, -0.8768, -1.3598], [-3.0047, -4.4792, 5.6893], [2.3205, 0.6634, -3.3671], [2.3650, 1.3440, -0.3080], [-0.9162, 5.8992, -4.0984], [3.8838, -1.5857, 1.6874], [2.7682, 3.6005, -2.5015], [0.7288, -1.6552, 0.9774], [-2.5992, 1.5358, -1.8023], [-2.0481, -4.7568, -1.8142], [2.4755, -3.2530, 0.2806], [5.9052, 0.7612, 1.6248], [-2.0471, 5.9586, -4.5162], [-1.0308, 8.0367, -5.8688], [-0.7623, 0.5357, -2.4928], [5.0233, 0.3142, 2.1727], [-1.0804, -4.7162, -2.3947], [0.2236, -7.5053, 2.4297], [0.0323, 1.5900, 0.5914], [0.3333, 3.3817, 0.4837], [3.4940, 4.0490, -0.5563], [1.2005, 2.0314, -3.0081], [-0.9554, -8.2015, 1.3092], [-2.0437, 4.2070, -2.6648], [2.4953, 3.3486, -1.4134], [0.6416, 0.1885, -2.0762], [3.0682, -0.0126, 1.1964], [-0.4722, 2.5794, 0.3596], [1.1599, -3.2185, -2.7039], [4.4331, 1.1988, 2.5985], [-0.1854, -0.3739, 4.0196], [-0.6599, 0.3858, 2.1867], [3.7947, -2.5330, -1.8264], [-0.7523, 1.2167, -3.4110], [-1.4164, 1.7562, 3.8523], [-0.2090, -1.6994, -0.9508], [-2.4333, 6.5253, -5.6658], [-1.5570, -5.8822, 6.4965], [1.7624, -2.8419, -0.5014], [-2.2580, -0.4778, 3.1217], [-3.9842, -4.5032, 5.2057], [-2.7487, 5.9148, -1.5404], [-0.7792, -7.3893, 2.0139], [-0.9507, 2.9803, 2.9171], [4.0702, -0.5654, 1.2042], [-1.3243, 4.1541, 3.6039], [-1.0386, -5.4631, -3.2505], [1.3777, -3.7801, -1.7471], [-0.6222, -5.8867, 4.1829], [-0.9483, 2.5822, -0.9906], [-1.7748, -7.4676, 3.0326], [-2.7464, 1.9004, 4.2271], [-1.3250, -0.4009, -2.8356], [-1.5603, 1.3318, -1.3616]]
}